{
  "formula": "C2H3FS3",
  "method": "wB97M-V/def2-TZVPD",
  "elements": ["C", "C", "F", "S", "S", "S", "H", "H", "H"],
  "coordinates": [[-1.34982, 0.53618, -0.26491], [1.71124, -0.74048, 0.02127], [2.67504, -0.92127, -0.93131], [-0.35345, 1.76967, -0.42297], [-2.81922, 0.12303, 0.43496], [0.25807, -1.65431, -0.20991], [2.28545, -0.68230, 1.04334], [1.18377, 0.32640, 0.06021], [-3.59108, 1.24307, 0.26932]],
  "forces_ev_per_a": [[2.107, 0.540, 0.886], [-0.272, 1.759, 2.460], [-0.059, 0.455, -0.447], [-1.233, -0.887, -0.297], [-0.308, -0.467, -0.587], [-0.884, 0.448, 0.432], [-1.262, -0.822, -1.638], [1.284, -0.914, -0.808], [0.627, -0.113, -0.001]],
  "lowdin_charge": [-1.2020, -0.7652, -0.1086, 0.7038, 0.7392, 0.6501, 0.1183, -0.0438, -0.0918],
  "e_lumo_ev": [-1.6, -1.5],
  "relative_energy_kj_mol": 257.10,
  "total_charge": 0,
  "orbital_gap_ev": [7.08, 7.46],
  "e_tot_ev": -37342.2445
}



{
  "formula": "C2H3FeO14S3",
  "method": "wB97M-V/def2-TZVPD",
  "elements": ["Fe", "S", "O", "O", "O", "O", "S", "O", "O", "O", "O", "S", "O", "O", "O", "O", "C", "C", "O", "O", "H", "H", "H"],
  "coordinates": [[-20.50066, 24.87882, -13.19908], [-21.93855, 22.99078, -11.78051], [-21.63651, 23.19066, -13.18164], [-23.32667, 23.29666, -11.54685], [-21.51870, 21.72745, -11.19126], [-21.00086, 24.06148, -11.38480], [-23.25612, 26.77023, -12.63161], [-23.70074, 26.64314, -11.24408], [-21.91408, 26.13890, -12.73512], [-24.20117, 26.11810, -13.53124], [-23.00798, 28.16182, -13.00301], [-18.00103, 24.51570, -12.30119], [-16.84881, 25.11587, -12.93846], [-17.63525, 23.72080, -11.14304], [-18.99692, 25.53988, -12.00008], [-18.88002, 23.88484, -13.29559], [-20.18230, 26.33597, -16.99468], [-20.36728, 25.81488, -15.59309], [-21.14222, 24.88252, -15.33990], [-19.85813, 26.31308, -14.54803], [-20.88018, 25.79751, -17.63891], [-19.19102, 26.10433, -17.38360], [-20.54827, 27.36304, -16.97225]],
  "forces_ev_per_a": [[-2.636, 0.484, 1.461], [0.164, 1.367, 1.746], [-0.350, -2.119, -5.853], [-1.130, -0.554, 0.755], [-0.061, -1.348, -0.008], [1.009, 1.210, 3.618], [-0.094, -0.314, 0.673], [-0.460, 0.438, 0.777], [1.104, -0.810, -0.510], [-0.650, -0.148, -0.898], [-0.466, 1.919, -0.455], [-0.151, 1.405, 0.808], [1.885, 0.063, -0.654], [0.354, -0.753, 0.030], [-0.318, 3.645, 2.669], [1.090, -4.777, -3.141], [-0.820, -0.436, -0.123], [-0.505, -0.245, 3.002], [-0.966, -1.904, -2.052], [2.068, 2.002, -1.859], [-0.080, -0.140, 0.087], [0.230, 0.720, 0.178], [0.782, 0.296, -0.253]],
  "lowdin_charge": [0.9902, 0.1963, -0.3995, -0.3591, -0.4139, -0.4019, 0.1658, -0.4338, -0.4178, -0.4310, -0.4687, 0.2054, -0.4107, -0.3792, -0.3941, -0.4088, -0.0236, -0.6996, -0.0293, -0.0723, 0.0548, 0.0602, 0.0706],
  "e_lumo_ev": [9.3, 9.2],
  "relative_energy_kj_mol": 214.28,
  "spin_multiplicity": 6,
  "total_charge": -4,
  "orbital_gap_ev": [4.60, 4.58],
  "e_tot_ev": -97673.5177
}



{
  "formula": "C2H3GdLiO",
  "method": "wB97M-V/def2-TZVPD",
  "elements": ["O", "C", "Gd", "Li", "H", "C", "H", "H"],
  "coordinates": [[-0.76725, 1.20860, 0.66308], [-0.78957, 1.05996, -0.60629], [0.87243, -0.24433, 1.21479], [1.31358, 0.43937, -1.97090], [-1.75706, 1.40103, -1.05227], [0.76944, -1.52107, -0.79337], [1.60308, -2.19442, -1.05198], [-0.05456, -1.76144, -1.48305]],
  "forces_ev_per_a": [[0.109, -0.857, -1.883], [0.466, 0.505, 2.009], [-0.785, -0.148, -0.180], [-0.526, 0.065, -0.553], [0.417, -0.058, -0.009], [0.399, 0.029, -0.477], [0.081, 0.217, 0.426], [-0.161, 0.248, 0.666]],
  "lowdin_charge": [-0.3333, -0.1055, 1.8928, 0.7745, 0.0884, -0.2830, -0.0203, -0.0137],
  "e_lumo_ev": [-10.1, -11.1],
  "relative_energy_kj_mol": 0.00,
  "spin_multiplicity": 9,
  "total_charge": 2,
  "orbital_gap_ev": [7.42, 6.10],
  "e_tot_ev": -25187.6330
}



{
  "formula": "C2H3GdO2",
  "method": "wB97M-V/def2-TZVPD",
  "elements": ["O", "Gd", "O", "C", "C", "H", "H", "H"],
  "coordinates": [[-1.40032, -0.38204, 0.59058], [-0.90362, 2.07261, 0.18997], [-2.19463, 0.39072, -0.25310], [0.43641, -0.73196, 0.05705], [0.97076, 0.59973, 0.05533], [0.91264, -1.51092, 0.67660], [0.20060, -1.13322, -0.94713], [1.97816, 0.69508, -0.36932]],
  "forces_ev_per_a": [[1.986, 0.209, 0.600], [-0.503, -2.154, 0.179], [1.223, 0.800, -0.486], [-1.210, 0.855, -1.021], [-0.242, -0.651, -0.518], [-0.895, 0.395, 0.397], [-0.165, 0.148, 0.479], [-0.194, 0.400, 0.370]],
  "lowdin_charge": [-0.3365, 1.8053, -0.4462, -0.0794, -0.2309, 0.1216, 0.1170, 0.0490],
  "e_lumo_ev": [-5.6, -6.4],
  "relative_energy_kj_mol": 577.91,
  "spin_multiplicity": 9,
  "total_charge": 1,
  "orbital_gap_ev": [7.59, 7.03],
  "e_tot_ev": -27037.9849
}



{
  "formula": "C2H3HgO5S",
  "method": "wB97M-V/def2-TZVPD",
  "elements": ["Hg", "O", "S", "O", "O", "O", "C", "C", "O", "H", "H", "H"],
  "coordinates": [[-0.30960, -0.31536, -1.12724], [-4.12084, 0.12055, 0.89316], [-2.83050, 0.05093, 0.17642], [-3.04932, 0.09006, -1.30790], [-2.12749, -1.23280, 0.50451], [-1.94838, 1.19302, 0.54799], [3.11809, 0.87860, -0.32130], [2.17286, -0.17781, 0.26516], [2.60227, -0.94937, 1.07543], [4.11252, 0.81903, 0.13616], [2.68314, 1.86482, -0.15003], [3.18776, 0.72763, -1.39926]],
  "forces_ev_per_a": [[0.524, -0.036, 0.127], [0.118, 0.021, -0.033], [-0.999, 0.097, 0.032], [0.172, -0.039, 0.113], [0.267, 0.019, -0.084], [0.219, -0.013, 0.012], [-0.156, 0.115, -0.084], [0.180, 0.050, -0.062], [-0.176, -0.153, 0.002], [-0.002, -0.059, 0.052], [-0.047, -0.006, -0.069], [-0.102, 0.004, -0.008]],
  "lowdin_charge": [0.6194, -0.4740, 0.0540, -0.5605, -0.5682, -0.5401, -0.1624, -0.4299, -0.0710, 0.0439, 0.0496, 0.0392],
  "e_lumo_ev": [6.0, 5.7],
  "spin_multiplicity": 2,
  "total_charge": -2,
  "orbital_gap_ev": [5.76, 6.17],
  "e_tot_ev": -27368.4971
}



{
  "formula": "C2H3I2NO2",
  "method": "wB97M-V/def2-TZVPD",
  "elements": ["C", "C", "N", "O", "O", "I", "I", "H", "H", "H"],
  "coordinates": [[-0.15729, -1.19299, 0.06233], [1.60069, 0.40142, -0.23460], [-2.73238, 0.51358, 1.06923], [0.42218, -2.18947, -0.23442], [0.33803, 0.03141, 0.28342], [-2.85347, 2.30247, 0.13898], [-2.29985, -1.17384, 0.13095], [1.41017, 1.00623, -1.07792], [1.95410, -0.39479, -0.74847], [2.31781, 0.69598, 0.61051]],
  "forces_ev_per_a": [[1.301, 0.537, -0.248], [0.555, 0.606, 2.026], [-0.187, -0.810, 0.838], [-0.102, 0.186, 0.020], [-1.968, -0.560, 0.625], [0.117, 0.098, -0.650], [-0.161, 0.923, 0.077], [-0.053, 2.064, -0.172], [1.776, -3.068, -0.954], [-1.278, 0.023, -1.563]],
  "lowdin_charge": [-0.8247, -0.0300, -1.2222, 0.0499, -0.1362, 0.5055, 1.3789, 0.0911, 0.0430, 0.1445],
  "e_lumo_ev": -0.5,
  "relative_energy_kj_mol": 375.98,
  "total_charge": 0,
  "orbital_gap_ev": 7.49,
  "e_tot_ev": -23904.1838
}



{
  "formula": "C2H3I3O2",
  "method": "wB97M-V/def2-TZVPD",
  "elements": ["C", "C", "O", "O", "I", "I", "I", "H", "H", "H"],
  "coordinates": [[-1.31537, 0.53886, -0.85553], [2.08820, -0.60510, 0.70366], [2.81070, -1.51770, 1.07390], [0.81353, -0.59363, 0.63682], [-2.84047, -0.56612, 0.29079], [-0.92826, 2.43802, 0.21431], [3.05370, 1.21836, 0.03138], [-1.84508, 0.74785, -1.93354], [-2.19627, -1.82738, -0.17753], [0.35933, 0.16684, 0.01573]],
  "forces_ev_per_a": [[0.001, 1.055, -2.112], [3.225, -1.820, 0.502], [-1.938, 1.999, -0.614], [-2.167, 1.420, -1.276], [-1.402, 2.736, 0.816], [-0.672, -0.346, -0.545], [-0.031, 0.018, -0.027], [0.947, -0.097, 2.828], [1.302, -2.840, -0.823], [0.735, -2.126, 1.250]],
  "lowdin_charge": [-1.0465, -0.9855, -0.0108, -0.0812, 1.1151, 0.5500, 0.7553, -0.0268, -0.2551, -0.0146],
  "e_lumo_ev": -1.0,
  "relative_energy_kj_mol": 367.64,
  "total_charge": 0,
  "orbital_gap_ev": 7.59,
  "e_tot_ev": -30515.1081
}



{
  "formula": "C2H3IN2O",
  "method": "wB97M-V/def2-TZVPD",
  "elements": ["C", "C", "N", "N", "O", "I", "H", "H", "H"],
  "coordinates": [[1.06398, -1.06091, -0.27436], [0.77745, 0.08838, 0.34266], [-1.51465, 1.50607, -0.03938], [-1.06110, 0.35730, 0.04748], [-0.82968, 2.50161, 0.06130], [-2.20919, -1.28080, 0.00369], [2.15154, -1.26372, -0.38214], [0.38418, -1.65831, -0.74410], [1.23747, 0.81036, 0.98486]],
  "forces_ev_per_a": [[3.417, 3.517, 1.860], [-3.978, -1.839, -1.772], [-3.271, 1.822, -0.546], [5.548, -1.734, 1.415], [1.216, -0.318, 0.209], [-0.593, -0.005, -0.022], [-0.841, -0.360, 0.341], [-1.613, -1.355, -1.286], [0.114, 0.272, -0.198]],
  "lowdin_charge": [-0.0681, 0.0195, -0.2968, -0.5920, -0.0711, 0.9134, 0.0816, -0.0574, 0.0709],
  "e_lumo_ev": -0.7,
  "relative_energy_kj_mol": 519.05,
  "total_charge": 0,
  "orbital_gap_ev": 8.01,
  "e_tot_ev": -15245.2562
}



{
  "formula": "C2H3IN2O",
  "method": "wB97M-V/def2-TZVPD",
  "elements": ["C", "C", "N", "N", "O", "I", "H", "H", "H"],
  "coordinates": [[0.81990, -0.62280, -0.52104], [-1.45597, 1.27324, -0.00954], [0.33633, -1.25838, 0.48455], [-0.44486, 1.72925, -0.48874], [-2.32514, 0.89352, 0.65820], [2.94642, -0.80444, -0.53585], [0.90563, -1.84040, 1.09443], [-0.72848, -1.08892, 0.66251], [-0.05381, 1.71892, -1.34452]],
  "forces_ev_per_a": [[0.454, 0.201, -1.128], [1.911, 1.169, -0.618], [-2.496, 0.118, 0.825], [-2.709, 0.396, 3.590], [-0.857, -0.599, 0.288], [0.234, -0.159, -0.024], [-0.476, 0.083, 0.404], [2.599, -0.906, -0.162], [1.340, -0.303, -3.175]],
  "lowdin_charge": [-0.6729, -0.4282, -0.0950, 0.1971, 0.1434, 0.6297, 0.0615, 0.1362, 0.0282],
  "e_lumo_ev": 0.5,
  "relative_energy_kj_mol": 188.47,
  "total_charge": 0,
  "orbital_gap_ev": 9.08,
  "e_tot_ev": -15248.6824
}



{
  "formula": "C2H3IN2S",
  "method": "wB97M-V/def2-TZVPD",
  "elements": ["H", "N", "C", "S", "C", "N", "I", "H", "H"],
  "coordinates": [[0.88214, 1.78488, 2.58915], [1.25312, 1.73886, 1.57598], [0.30952, 1.12562, 0.99233], [0.40868, 0.94363, -0.76878], [-0.25872, -0.58314, -0.84626], [-0.43305, -1.15190, -2.38145], [-1.13181, -3.01700, -2.54144], [-0.39430, 0.49275, 1.47866], [-0.63558, -1.33369, -0.09818]],
  "forces_ev_per_a": [[1.430, -0.078, -1.449], [-2.084, 0.572, 2.014], [2.039, -0.183, -0.631], [-0.004, 0.250, 0.330], [-1.985, -5.107, -7.316], [1.279, 3.734, 6.658], [-0.196, -0.438, 0.362], [-1.125, -0.086, 0.346], [0.646, 1.336, -0.314]],
  "lowdin_charge": [0.0896, 0.0243, -0.5749, 0.9541, -0.5725, -0.6619, 0.6295, 0.0628, 0.0489],
  "e_lumo_ev": [-0.6, -0.6],
  "relative_energy_kj_mol": 398.94,
  "total_charge": 0,
  "orbital_gap_ev": [7.90, 7.51],
  "e_tot_ev": -24034.2003,
  "smiles": "[H]/N=C/S/C=N/I"
}